[1]
{"formula": "C30H23Cl3N5O5SW", "method": "wB97M-V/def2-TZVPD", "s_squared": 2.011, "gap_ha": [0.160, 0.137], "total_charge": 3, "e_homo_ev": [-15.13, -15.12], "spin_multiplicity": 3, "e_lumo_ev": [-10.76, -11.38], "symbols": ["W", "O", "C", "C", "C", "C", "C", "C", "C", "O", "N", "O", "O", "H", "H", "H", "H", "Cl", "C", "C", "C", "C", "C", "C", "N", "C", "C", "N", "C", "O", "C", "C", "C", "Cl", "S", "C", "C", "C", "Cl", "C", "H", "H", "H", "H", "H", "H", "H", "H", "H", "H", "H", "H", "H", "N", "C", "N", "C", "C", "C", "C", "C", "C", "H", "H", "H", "H", "H", "H"], "coordinates": [[15.725148, 3.611257, 8.037827], [16.417334, 1.744199, 8.398649], [16.300770, 1.068620, 9.514219], [15.720252, 1.581568, 10.686634], [15.625862, 0.682164, 11.825500], [15.068352, 1.140615, 13.036229], [14.654023, 2.460689, 13.142086], [14.743606, 3.331789, 12.080490], [15.266443, 2.911148, 10.874349], [15.352796, 3.853920, 9.854880], [15.019366, 0.241161, 14.220935], [15.792557, -0.678369, 14.292288], [14.198097, 0.507021, 15.067303], [16.683218, 0.018673, 9.482894], [16.024444, -0.295002, 11.769819], [14.271114, 2.793435, 14.113555], [14.414411, 4.367661, 12.150531], [23.632875, 5.509069, 11.225581], [22.948776, 4.750709, 9.816999], [21.964211, 3.821783, 10.009900], [21.393952, 3.205570, 8.924925], [21.946308, 3.408965, 7.642287], [21.382523, 2.577114, 6.518464], [20.520254, 3.316577, 5.487754], [19.411084, 3.961188, 6.198804], [19.491306, 5.217503, 6.783152], [18.322075, 5.408694, 7.461841], [17.566664, 4.233487, 7.355916], [18.261799, 3.376412, 6.565137], [20.486344, 1.533141, 6.994751], [21.136797, 0.304365, 7.375044], [20.601766, -0.232004, 8.656223], [21.420935, -0.662194, 9.674873], [23.132183, -0.548132, 9.740426], [20.544146, -1.436364, 10.933371], [19.076740, -1.099513, 10.164150], [19.251137, -0.491747, 8.908522], [22.967891, 4.308847, 7.470110], [23.560107, 4.616181, 5.857375], [23.476210, 5.048105, 8.534045], [21.640426, 3.610060, 11.003328], [20.696569, 2.390357, 9.098006], [22.185974, 2.162326, 5.841819], [20.103917, 2.606497, 4.784486], [21.077845, 4.115195, 5.004501], [20.359612, 5.864404, 6.622820], [17.951220, 6.246524, 8.018112], [18.057623, 2.327982, 6.360934], [22.208863, 0.545538, 7.508405], [21.030021, -0.403447, 6.556486], [18.160775, -1.317034, 10.615567], [18.494879, -0.415509, 8.106762], [24.255802, 5.785725, 8.514130], [12.895340, 4.882711, 5.323606], [14.063900, 4.728072, 5.886517], [14.041507, 3.892142, 6.946193], [12.624190, 3.435575, 7.045001], [11.921925, 2.609364, 7.919417], [10.572298, 2.537587, 7.739365], [9.842964, 3.222401, 6.760244], [10.559199, 4.024148, 5.837848], [11.958051, 4.089588, 6.011676], [12.746997, 5.460037, 4.520260], [14.926180, 5.297721, 5.547821], [12.411928, 2.108734, 8.732978], [10.009574, 1.909449, 8.370882], [8.790495, 3.082962, 6.820286], [10.071382, 4.585175, 5.012288]], "atomic_forces_ev_per_a": [[0.62, -0.26, 0.42], [-0.41, -0.05, 0.91], [0.13, 0.19, -0.91], [-0.02, -1.03, 1.34], [-0.70, 1.97, 0.72], [1.10, -0.56, -1.90], [-0.37, -0.32, 1.22], [0.05, 0.75, -0.91], [0.02, 0.37, -0.23], [-0.03, -0.70, 0.15], [-0.42, -0.16, 0.95], [0.51, -0.08, -0.95], [-0.21, 0.61, -0.41], [-0.31, 0.97, -0.06], [0.28, -0.98, -0.08], [0.04, -0.06, -0.39], [0.08, -0.25, 0.17], [-0.11, -0.02, -0.46], [1.36, 0.83, -0.57], [-0.56, 0.16, -0.04], [0.90, -0.64, -0.59], [-1.49, -1.10, 0.60], [-0.19, -1.30, -1.26], [0.02, 0.41, 0.68], [-1.19, -0.11, 0.51], [-0.65, 0.12, -0.05], [0.45, -0.25, -0.14], [-0.83, -0.58, -0.21], [1.75, 0.30, -0.14], [0.44, 0.78, -0.43], [1.08, 0.80, 0.06], [0.99, -0.10, -0.24], [-0.09, -0.09, -0.06], [-0.31, -0.05, 0.03], [0.24, 0.53, 0.08], [0.66, 1.07, -2.17], [-0.84, -0.96, 1.06], [0.60, 1.19, -0.15], [0.12, -0.03, 0.20], [-0.87, -0.78, 1.58], [-0.20, -0.15, 0.52], [-0.10, 0.33, -0.22], [-0.46, 0.07, 1.00], [0.07, -0.01, -0.19], [0.01, -0.16, -0.18], [-0.50, -0.30, 0.13], [0.11, 0.20, 0.11], [-0.11, 0.32, 0.04], [-0.42, -0.44, -0.09], [-0.02, -0.15, -0.07], [-1.10, -0.74, 0.64], [0.28, 0.18, 0.75], [0.23, 0.10, -0.59], [0.07, -0.90, 0.85], [0.36, 0.63, -0.19], [-1.18, -0.57, 0.07], [0.98, 0.68, -0.54], [1.31, 0.61, -0.12], [-0.51, 0.11, -0.42], [2.27, 0.75, -0.66], [-0.58, -0.25, 0.10], [-1.25, 0.18, -0.05], [-0.30, 0.34, -0.46], [-0.01, -0.28, 0.05], [0.06, -0.29, 0.21], [-0.47, -0.63, 0.84], [-0.70, 0.27, -0.61], [0.32, -0.48, 0.76]]}

[2]
{"formula": "C30H23Cl4N2O2PPd", "method": "wB97M-V/def2-TZVPD", "s_squared": 6.026, "gap_ha": [0.286, 0.199], "total_charge": 2, "e_homo_ev": [-13.15, -14.31], "spin_multiplicity": 5, "e_lumo_ev": [-5.38, -8.89], "symbols": ["Pd", "Cl", "C", "C", "Cl", "C", "Cl", "C", "O", "C", "O", "C", "Cl", "N", "C", "C", "C", "C", "C", "C", "P", "C", "C", "C", "C", "C", "C", "C", "C", "C", "C", "C", "C", "H", "H", "H", "H", "H", "H", "H", "H", "H", "H", "H", "H", "H", "H", "H", "H", "C", "C", "C", "C", "N", "C", "C", "H", "H", "H", "H", "H", "H", "H"], "coordinates": [[-0.590860, 0.525896, 0.630236], [-0.891428, 4.192618, 6.689736], [-0.399773, 3.131972, 5.466899], [0.808819, 2.468568, 5.554898], [1.824473, 2.699362, 6.889884], [1.219349, 1.574848, 4.517705], [2.677342, 0.766315, 4.607938], [0.398978, 1.336980, 3.361987], [0.750073, 0.557287, 2.452592], [-0.893294, 2.038764, 3.266749], [-1.629638, 1.844992, 2.282421], [-1.255536, 2.931577, 4.337220], [-2.715813, 3.727374, 4.216136], [-2.067153, 1.040376, -1.014469], [-1.754736, 0.438332, -2.301231], [-2.743325, 0.243823, -3.249946], [-2.421646, -0.345951, -4.466149], [-1.117199, -0.733160, -4.735460], [-0.126661, -0.538404, -3.784764], [-0.438913, 0.046484, -2.560327], [0.766406, 0.256228, -1.239202], [2.172534, -0.805634, -1.534952], [2.104904, -2.128646, -1.096310], [3.154510, -2.993389, -1.357749], [4.271219, -2.535581, -2.045961], [4.344390, -1.216320, -2.473236], [3.296119, -0.345394, -2.220316], [1.290368, 1.978459, -1.225469], [0.802352, 2.917902, -2.137659], [1.196374, 4.242744, -2.041672], [2.078728, 4.636756, -1.044138], [2.569219, 3.706639, -0.136426], [2.168855, 2.382244, -0.216679], [-3.015128, 0.804828, -0.734779], [-2.026696, 2.056098, -1.081988], [-3.761905, 0.551875, -3.046028], [-3.196843, -0.500287, -5.204335], [-0.871937, -1.192410, -5.683053], [0.889542, -0.854699, -3.985044], [1.237724, -2.477754, -0.546422], [3.107078, -4.019699, -1.020307], [5.092335, -3.210736, -2.246213], [5.218251, -0.865426, -3.004987], [3.355052, 0.683818, -2.553058], [0.138210, 2.608400, -2.936249], [0.828476, 4.965756, -2.757150], [2.393987, 5.669517, -0.980743], [3.269996, 4.013948, 0.628359], [2.567132, 1.653742, 0.482219], [-3.281439, -5.196547, 1.927701], [-2.655543, -3.873670, 1.616705], [-2.440483, -3.450357, 0.307472], [-1.852434, -2.225519, 0.067717], [-1.473439, -1.405411, 1.054968], [-1.670385, -1.801308, 2.318084], [-2.251013, -3.010027, 2.633931], [-3.638566, -5.692524, 1.028361], [-4.118751, -5.072611, 2.614614], [-2.555478, -5.849444, 2.415005], [-2.729328, -4.073224, -0.528343], [-1.671503, -1.882900, -0.944201], [-1.346701, -1.118456, 3.092791], [-2.389248, -3.279034, 3.672689]], "atomic_forces_ev_per_a": [[-0.23, 0.12, 0.05], [0.01, -0.01, 0.00], [-0.06, 0.03, -0.01], [0.06, -0.05, -0.01], [-0.01, 0.01, 0.00], [-0.04, 0.04, 0.04], [0.01, 0.00, 0.00], [0.00, -0.03, -0.01], [0.04, 0.01, 0.04], [-0.04, 0.03, 0.01], [0.05, -0.05, 0.04], [0.05, -0.02, 0.00], [-0.01, 0.00, 0.00], [0.10, 0.00, 0.01], [-0.01, -0.01, -0.03], [0.00, -0.01, 0.00], [-0.02, 0.01, 0.01], [0.01, -0.01, 0.00], [0.01, 0.00, -0.01], [-0.02, 0.02, 0.01], [0.03, -0.06, -0.04], [-0.01, -0.03, 0.02], [0.01, -0.01, 0.01], [0.00, 0.02, 0.00], [0.00, -0.01, 0.00], [0.00, -0.01, 0.00], [0.01, 0.01, -0.01], [-0.03, 0.07, -0.18], [-0.02, -0.08, 0.01], [0.01, 0.03, 0.00], [0.00, 0.01, -0.01], [-0.03, -0.03, 0.02], [0.16, 0.05, 0.08], [0.00, 0.01, 0.01], [-0.02, 0.00, -0.01], [0.00, 0.00, 0.00], [0.00, 0.00, 0.00], [0.00, 0.00, 0.00], [0.00, 0.00, 0.00], [0.00, 0.00, 0.00], [0.00, 0.00, 0.00], [0.00, 0.00, 0.00], [0.00, 0.00, 0.00], [-0.01, 0.00, 0.00], [0.00, 0.00, 0.00], [0.00, 0.00, 0.00], [0.00, 0.00, 0.00], [0.00, 0.00, 0.00], [-0.03, -0.01, 0.01], [0.00, 0.00, 0.00], [0.00, 0.00, -0.01], [0.00, -0.01, 0.01], [0.01, 0.01, 0.02], [0.00, -0.08, -0.05], [0.01, 0.03, 0.02], [0.00, -0.01, -0.01], [0.00, 0.00, 0.00], [0.00, 0.00, 0.00], [0.00, 0.00, 0.00], [0.00, 0.00, 0.00], [-0.01, -0.01, -0.01], [0.00, -0.01, 0.00], [0.00, 0.01, 0.00]]}

Respective relative energy (zero: lowest compared OMol25 entry of this formula, charge and spin) values: 0.0, 0.0 kJ/mol.
Respective DFT total energy values: -3651.734649, -3726.447824 a.u..